Record 1
{"formula": "C43H60BrN16O4", "method": "ωB97M-V/def2-TZVPD", "charge": -1, "multiplicity": 1, "orbital_gap_ev": 6.033, "species": ["C", "C", "C", "Br", "C", "C", "C", "C", "C", "N", "C", "O", "C", "C", "O", "O", "C", "C", "O", "H", "H", "H", "H", "H", "H", "H", "H", "H", "H", "H", "H", "H", "H", "H", "C", "C", "N", "H", "H", "H", "C", "C", "N", "H", "H", "H", "C", "C", "N", "H", "H", "H", "C", "C", "N", "H", "H", "H", "C", "C", "N", "H", "H", "H", "C", "C", "N", "H", "H", "H", "C", "C", "N", "H", "H", "H", "C", "C", "N", "H", "H", "H", "C", "C", "N", "H", "H", "H", "C", "C", "N", "H", "H", "H", "C", "C", "N", "H", "H", "H", "C", "C", "N", "H", "H", "H", "C", "C", "N", "H", "H", "H", "C", "C", "N", "H", "H", "H", "C", "C", "N", "H", "H", "H"], "coordinates": [[4.26934, -1.91912, 1.12492], [4.68885, -1.97247, -0.45914], [3.74446, -2.93279, -1.39588], [4.74396, -4.56639, -2.09726], [2.36950, -3.34346, -0.56575], [1.24532, -2.33733, -0.39777], [1.36950, -0.81015, -0.98493], [-0.03909, -0.15291, -1.50781], [0.15534, 1.50326, -1.38294], [0.08384, 1.98418, 0.05958], [-0.10889, -2.83949, 0.44550], [-0.87497, -2.03353, 1.18561], [-0.53392, -4.45687, 0.42518], [-2.09139, -4.97960, 0.61198], [-2.77055, -5.72431, -0.27196], [-2.76562, -4.62390, 1.90340], [0.57763, -5.47352, 0.26238], [2.11791, -4.83602, 0.12826], [3.09360, -5.59789, 0.65408], [3.22605, -1.43757, 1.34897], [4.41461, -3.00104, 1.56199], [5.06997, -1.22975, 1.67868], [4.71308, -0.86213, -0.86150], [5.82472, -2.33847, -0.48900], [3.49577, -2.30295, -2.37877], [2.15849, -0.66833, -1.83789], [1.75156, -0.13720, -0.07592], [-0.21205, -0.34189, -2.67382], [-0.99297, -0.48324, -0.91342], [1.27457, 1.71310, -1.73845], [-0.55903, 2.06635, -2.11923], [1.06348, 1.90588, 0.46292], [-0.49610, 1.28894, 0.57930], [0.40284, -6.64083, 0.26791], [-0.08793, 4.12475, 3.60184], [1.18586, 3.92447, 2.89072], [2.19217, 3.76624, 2.32885], [-0.89057, 4.42109, 2.91834], [-0.41586, 3.21131, 4.10918], [-0.00699, 4.90683, 4.36411], [-3.73038, 1.43582, -3.90777], [-2.32703, 1.75110, -4.22327], [-1.21834, 2.00024, -4.47254], [-4.30080, 2.33635, -3.65700], [-4.23698, 0.95671, -4.75224], [-3.80980, 0.75446, -3.05413], [-3.59299, 5.78314, -3.26267], [-4.53243, 4.76035, -2.77313], [-5.27463, 3.95232, -2.38632], [-3.61011, 6.68115, -2.63617], [-2.56188, 5.41428, -3.27119], [-3.83273, 6.09677, -4.28415], [2.75327, -7.34124, -5.01013], [2.36288, -5.93260, -5.18803], [2.05444, -4.81973, -5.32863], [2.13126, -8.01247, -5.61161], [3.79374, -7.51298, -5.30549], [2.65662, -7.65906, -3.96661], [-6.59508, 6.28257, -6.71115], [-5.92231, 7.12396, -5.70727], [-5.39078, 7.78873, -4.91420], [-6.89930, 6.86392, -7.58791], [-5.94304, 5.47786, -7.06693], [-7.49728, 5.81247, -6.30581], [6.72989, -5.25964, 3.47674], [6.64701, -3.98664, 2.74127], [6.58158, -2.98090, 2.16023], [7.76350, -5.61134, 3.56148], [6.33584, -5.16533, 4.49416], [6.15849, -6.05130, 2.98070], [2.12040, -9.85412, -1.17073], [3.28723, -9.52231, -2.00543], [4.20911, -9.26016, -2.66483], [2.41846, -10.32031, -0.22572], [1.53500, -8.96283, -0.92126], [1.44609, -10.55256, -1.67744], [-5.75711, -1.44867, -0.93032], [-4.35376, -1.13340, -1.24582], [-3.24507, -0.88426, -1.49509], [-6.32753, -0.54815, -0.67955], [-6.26371, -1.92778, -1.77479], [-5.83653, -2.13004, -0.07668], [-8.32702, 4.24687, -0.68724], [-9.15185, 4.01737, 0.51080], [-9.80355, 3.83603, 1.45727], [-8.53416, 3.50811, -1.46860], [-8.50959, 5.23591, -1.12059], [-7.25753, 4.18586, -0.45974], [-3.02791, 2.72171, 6.28916], [-2.34321, 3.95798, 5.87546], [-1.80231, 4.93472, 5.54863], [-3.83240, 2.92460, 7.00389], [-3.47679, 2.20293, 5.43553], [-2.33870, 2.01876, 6.76887], [2.04886, 4.77084, -5.57000], [1.88884, 3.72729, -4.54348], [1.76237, 2.90288, -3.73247], [1.08161, 5.15590, -5.90964], [2.62253, 5.62422, -5.19322], [2.57447, 4.39235, -6.45304], [0.74371, -6.70437, 3.65697], [1.82023, -6.16336, 4.50358], [2.67069, -5.73595, 5.17248], [-0.00974, -7.23372, 4.24968], [0.22473, -5.91211, 3.10714], [1.12906, -7.41302, 2.91630], [-0.26298, 1.29583, 9.32910], [-1.60757, 0.79401, 8.99959], [-2.66987, 0.39760, 8.73924], [0.06723, 2.06311, 8.62096], [-0.23178, 1.74292, 10.32833], [0.48365, 0.49494, 9.30968], [1.74886, 4.88583, 9.43122], [1.58884, 3.84229, 10.45774], [1.46237, 3.01787, 11.26875], [0.78161, 5.27089, 9.09158], [2.32253, 5.73921, 9.80800], [2.27447, 4.50734, 8.54818], [6.03702, 5.76088, -7.42786], [4.69243, 5.25905, -7.75737], [3.63013, 4.86264, -8.01772], [6.36723, 6.52816, -8.13600], [6.06822, 6.20797, -6.42864], [6.78365, 4.95998, -7.44728]]}


Record 2
{"formula": "C3H8OS", "method": "ωB97M-V/def2-TZVPD", "smiles": "C=O.CSC", "de_lowest_kj_mol": 108.4, "multiplicity": 1, "orbital_gap_ev": 9.308, "species": ["C", "O", "H", "H", "C", "S", "C", "H", "H", "H", "H", "H", "H"], "coordinates": [[2.69993, -5.34366, 1.24144], [2.24763, -4.24193, 1.13907], [3.29708, -5.75426, 0.39983], [2.58898, -6.01637, 2.10901], [0.03614, 2.72495, -0.89254], [-0.78668, 2.15298, 0.59668], [-2.48122, 1.99518, -0.10324], [0.67759, 3.55507, -0.63308], [-0.68855, 3.05516, -1.63553], [0.64504, 1.98943, -1.42650], [-2.36616, 1.23840, -0.87451], [-3.16678, 1.69904, 0.67845], [-2.70300, 2.94602, -0.59905]]}


Record 3
{"formula": "C14H11N3", "method": "ωB97M-V/def2-TZVPD", "smiles": "N#Cc1ccc2c(c1)CC/C2=C/c1cnc[nH]1", "de_lowest_kj_mol": 44.1, "multiplicity": 1, "orbital_gap_ev": 7.548, "species": ["N", "C", "C", "C", "C", "C", "C", "C", "C", "C", "C", "C", "C", "C", "N", "C", "N", "H", "H", "H", "H", "H", "H", "H", "H", "H", "H", "H"], "coordinates": [[0.10584, -0.59811, 5.55272], [0.18515, -0.68268, 4.39150], [0.23814, -0.74300, 2.93186], [0.88559, 0.42024, 2.31706], [0.94668, 0.39650, 0.94134], [0.34750, -0.65345, 0.22263], [-0.09056, -1.81449, 0.87452], [-0.17805, -1.86285, 2.25929], [-0.77831, -2.79757, 0.02450], [-0.46664, -2.23599, -1.40979], [-0.08337, -0.80606, -1.14556], [-0.24963, 0.25557, -2.07568], [-0.02525, 1.68351, -1.88379], [-0.53947, 2.29593, -0.76732], [-0.21617, 3.62740, -0.91505], [0.33770, 3.78008, -2.05566], [0.56431, 2.60813, -2.75133], [1.21773, 1.24044, 2.96674], [1.42448, 1.17352, 0.34183], [-0.49384, -2.81332, 2.80504], [-1.82620, -3.01422, 0.20446], [-0.29833, -3.74636, 0.16278], [0.38601, -2.73597, -1.98277], [-1.39810, -2.15423, -2.02986], [-0.70753, -0.00779, -3.02503], [-1.06184, 1.83270, 0.03304], [0.60972, 4.87733, -2.42354], [1.16446, 2.47473, -3.56396]]}


Record 4
{"formula": "C34H37MoN3OP2S2", "method": "ωB97M-V/def2-TZVPD", "charge": 2, "de_lowest_kj_mol": 61.4, "multiplicity": 1, "orbital_gap_ev": [6.922, 6.919], "species": ["Mo", "S", "P", "C", "P", "S", "C", "C", "C", "C", "C", "C", "C", "C", "C", "C", "C", "C", "C", "C", "C", "C", "C", "C", "C", "C", "C", "C", "C", "C", "H", "H", "H", "H", "H", "H", "H", "H", "H", "H", "H", "H", "H", "H", "H", "H", "H", "H", "H", "H", "C", "N", "C", "C", "O", "N", "C", "N", "H", "H", "H", "H", "H", "H", "H", "C", "C", "C", "C", "C", "H", "H", "H", "H", "H", "H", "H", "H", "H", "H"], "coordinates": [[-1.44650, -0.14224, 0.38907], [-0.61655, 1.86990, 1.89747], [1.04498, 1.36789, 0.83223], [0.41320, -0.09415, -0.06884], [1.01192, -1.71201, 0.12064], [-0.45349, -2.25912, 1.41237], [2.67801, -1.94316, 0.83364], [3.72817, -1.84734, -0.08963], [5.06230, -1.95127, 0.34537], [5.23694, -2.30117, 1.66693], [4.18954, -2.52955, 2.54635], [2.89131, -2.27783, 2.16416], [1.04390, -2.48946, -1.46554], [1.46661, -3.83977, -1.65549], [1.55704, -4.34314, -2.94318], [1.15157, -3.55858, -4.03179], [0.68172, -2.25050, -3.83517], [0.72681, -1.67384, -2.56290], [1.55538, 2.56836, -0.35598], [1.68597, 3.89554, 0.07849], [2.06522, 4.87682, -0.83261], [2.26201, 4.56939, -2.16745], [2.03997, 3.26688, -2.62071], [1.72111, 2.25891, -1.71734], [2.42698, 0.99422, 1.97009], [3.73778, 1.22726, 1.57948], [4.76603, 1.26853, 2.47871], [4.51842, 1.20680, 3.86311], [3.17750, 1.13753, 4.28110], [2.16419, 0.96516, 3.35645], [3.53467, -1.71326, -1.14963], [5.90072, -1.78012, -0.30127], [6.25180, -2.44144, 2.02126], [4.44187, -2.79586, 3.56946], [2.12478, -2.23702, 2.89789], [1.75431, -4.51021, -0.83523], [1.85657, -5.36342, -3.13239], [1.23361, -3.97050, -5.00846], [0.46016, -1.67495, -4.72097], [0.49028, -0.62470, -2.41091], [1.56857, 4.02319, 1.12929], [2.24426, 5.91951, -0.49706], [2.51605, 5.29309, -2.88580], [2.14343, 3.00249, -3.65418], [1.59716, 1.22317, -1.98074], [3.98246, 1.32240, 0.49684], [5.79421, 1.38760, 2.08302], [5.34155, 1.31674, 4.56760], [3.00172, 1.11109, 5.32917], [1.12757, 0.83479, 3.70796], [-5.68933, 4.10556, 1.70304], [-4.71970, 3.13918, 1.25395], [-3.80401, 3.31464, 0.13658], [-3.12051, 1.96616, 0.13700], [-2.16898, 1.65934, -0.58806], [-3.67220, 1.14496, 1.05690], [-4.63166, 1.89976, 1.67376], [-5.44358, 1.36951, 2.59923], [-5.34620, 5.09382, 1.39065], [-5.77097, 4.14565, 2.77817], [-6.70291, 3.96130, 1.29253], [-3.09570, 4.08706, 0.33804], [-4.36351, 3.54558, -0.80962], [-5.41171, 0.37847, 2.71900], [-6.21772, 1.88329, 2.99041], [-4.46899, -2.69147, -0.69882], [-3.13571, -2.30478, -1.42478], [-2.17718, -3.50659, -1.45084], [-3.32437, -1.73942, -2.83489], [-2.72040, -1.08469, -0.64513], [-4.28280, -3.14812, 0.26585], [-5.05032, -3.32009, -1.34557], [-5.06159, -1.78765, -0.52012], [-2.60665, -4.26161, -2.13743], [-2.03672, -3.98094, -0.48878], [-1.25931, -3.24097, -1.88803], [-3.63948, -2.50617, -3.52916], [-2.35906, -1.40982, -3.18956], [-4.04819, -0.91928, -2.81282], [-3.52432, -0.37537, -0.66631]]}